ORCA calculation (ωB97M-V/def2-TZVPD) on a cluster of 2 separate species, C4H13NS in total.

Computed properties:
**HOMO-LUMO gap**: 9.54 eV
**ΔE to the lowest compared entry with this formula, charge and spin**: 0.000 eV
**SMILES**: CC(C)N.CS

```
! RIJCOSX wB97M-V def2-TZVPD def2/J DEFGRID3
* xyz 0 1
C 1.048 1.316 -0.128
C -0.155 0.577 -0.679
C -0.614 1.217 -1.988
N 0.140 -0.869 -0.883
H 1.548 0.810 0.696
H 1.823 1.443 -0.892
H 0.748 2.297 0.243
H -0.960 0.588 0.059
H 0.157 1.096 -2.749
H -0.844 2.280 -1.880
H -1.550 0.762 -2.319
H 1.216 -1.300 1.077
H -0.683 -1.257 -1.332
H 0.912 -0.943 -1.540
C -0.709 -1.584 2.454
S 1.103 -1.616 2.372
H -0.977 -2.248 3.274
H -1.072 -0.583 2.671
H -1.131 -1.987 1.542
*
```